62
Properties=species:S:1:pos:R:3:nbo_charge:R:1 method="wB97M-V/def2-TZVPD" total_energy_ha=-2710.68690 homo_lumo_gap_ev=5.81 charge=0
C 0.0882 -0.1761 -5.5685 -0.399
N 0.4521 0.2714 -4.2443 -0.420
C 0.6582 1.7034 -4.1197 -0.414
C 0.3876 -0.5387 -3.1525 0.328
C 0.4479 -1.9478 -3.2858 -0.307
C 0.5086 -2.7487 -2.1463 -0.117
C 0.4303 -2.1841 -0.8447 -0.244
C 0.4186 -3.1052 0.4349 0.504
C 0.7285 -2.3229 1.6754 0.007
S 0.5497 -3.5500 3.0426 0.810
C -0.2185 -2.6056 4.3844 -0.747
C -0.8817 -4.6326 2.7113 -0.740
O 0.3646 -4.2930 0.1534 -0.524
C 0.2833 -0.7818 -0.7482 -0.092
C 0.2797 0.0489 -1.8678 -0.350
H 0.3025 -1.2418 -5.6987 0.208
H -0.9860 -0.0048 -5.7798 0.191
H 0.6761 0.4102 -6.2896 0.207
H 1.4531 1.9355 -3.3911 0.224
H 0.9626 2.0838 -5.1075 0.213
H -0.2587 2.2417 -3.8112 0.190
H 0.4626 -2.4488 -4.2379 0.221
H 0.5501 -3.8360 -2.2168 0.233
H 1.7301 -1.9640 1.7084 0.284
H -0.5165 -3.3516 5.1436 0.256
H 0.5182 -1.9122 4.8139 0.291
H -1.0825 -2.0750 3.9823 0.254
H -1.0199 -5.2474 3.6054 0.257
H -1.7491 -3.9883 2.5294 0.242
H -0.6291 -5.2444 1.8410 0.295
H 0.0921 -0.3044 0.2365 0.222
H 0.1454 1.1202 -1.7319 0.228
C 2.6892 -1.0823 7.3219 -0.226
C 3.6252 -0.0482 7.4678 -0.209
C 4.6386 0.1193 6.5215 -0.213
C 4.6603 -0.7297 5.4204 -0.197
S 5.9239 -0.5325 4.1890 2.280
N 4.8361 0.0098 3.0283 -1.272
F 0.0355 -1.1591 2.0637 -0.318
S 5.4014 0.1817 1.5516 2.326
C 4.3114 1.5514 1.1611 -0.305
C 3.1604 1.2612 0.4320 -0.170
C 2.2434 2.2755 0.1841 -0.247
C 2.5111 3.5805 0.6112 -0.225
C 3.6868 3.8621 1.3219 -0.215
C 4.6043 2.8428 1.5989 -0.175
O 6.7468 0.6958 1.4876 -0.955
O 4.9915 -0.9097 0.7185 -0.986
O 6.8027 0.5045 4.6654 -0.946
O 6.4253 -1.8434 3.8411 -0.952
C 3.7419 -1.7585 5.2472 -0.226
C 2.7483 -1.9331 6.2078 -0.243
H 1.9138 -1.2312 8.0785 0.208
H 3.5677 0.6273 8.3259 0.216
H 5.3932 0.8971 6.6224 0.253
H 3.0043 0.2496 0.0773 0.222
H 1.3291 2.0414 -0.3543 0.188
H 1.8076 4.3832 0.3831 0.206
H 3.8914 4.8819 1.6605 0.212
H 5.5264 3.0393 2.1455 0.245
H 3.8162 -2.4093 4.3814 0.233
H 2.0307 -2.7473 6.0975 0.180

59
Properties=species:S:1:pos:R:3:nbo_charge:R:1 method="wB97M-V/def2-TZVPD" total_energy_ha=-3591.16490 homo_lumo_gap_ev=6.30 charge=+1
Sn -0.5080 0.5919 -0.8931 2.004
C 1.9625 2.6336 -1.9439 -0.258
O 1.5999 1.5843 -1.0270 -0.561
C 2.5549 1.0636 -0.1789 0.258
C 3.8813 1.4502 -0.1949 -0.265
C 4.7617 0.8659 0.7054 -0.176
C 4.3105 -0.0849 1.6065 -0.207
C 2.9772 -0.4594 1.6209 -0.205
C 2.0817 0.1133 0.7273 0.120
N 0.6818 -0.1947 0.7022 -0.458
N 0.3041 -0.9657 1.6663 -0.124
C -0.9198 -1.3905 1.9294 0.023
C -2.1131 -1.0086 1.2203 0.458
O -2.0997 -0.2289 0.2044 -0.744
C -3.3744 -1.4963 1.6682 -0.303
C -3.4537 -2.3151 2.7416 -0.042
C -2.3025 -2.7362 3.4828 -0.149
C -2.4396 -3.5943 4.5849 -0.144
C -1.3337 -4.0035 5.2892 -0.211
C -0.0685 -3.5602 4.8951 -0.169
C 0.0834 -2.7192 3.8138 -0.213
C -1.0316 -2.2866 3.0888 0.067
H 2.7806 2.2995 -2.5783 0.203
H 2.2471 3.5217 -1.3798 0.199
H 1.0685 2.8174 -2.5343 0.238
H 4.2327 2.1917 -0.8970 0.235
H 5.8020 1.1597 0.6955 0.233
H 4.9980 -0.5407 2.3052 0.232
H 2.6185 -1.1934 2.3240 0.236
H -4.2481 -1.1890 1.1108 0.240
H -4.4227 -2.6792 3.0633 0.229
H -3.4296 -3.9278 4.8703 0.221
H -1.4386 -4.6648 6.1379 0.230
H 0.8066 -3.8838 5.4431 0.226
H 1.0689 -2.3925 3.5205 0.219
C -0.7584 0.7043 -5.8820 -1.081
Ge -0.3616 -0.1143 -4.1558 1.609
C 1.5814 -0.2508 -3.9186 -1.093
C -1.1211 -1.9177 -4.0720 -1.090
C -1.1264 1.0664 -2.7704 -1.484
H -0.4155 0.0590 -6.6914 0.237
H -0.2585 1.6685 -5.9712 0.233
H -1.8305 0.8606 -5.9997 0.236
H 2.0080 -0.8706 -4.7079 0.246
H 1.8392 -0.7169 -2.9633 0.216
H 2.0578 0.7275 -3.9726 0.219
H -0.8339 -2.5087 -4.9422 0.239
H -2.2100 -1.8717 -4.0338 0.233
H -0.7697 -2.4360 -3.1773 0.222
H -2.1832 0.7539 -2.6609 0.211
N -1.9140 3.2769 -0.1838 -0.303
C -2.1710 4.2403 0.7093 0.012
C -1.3375 4.0320 1.7895 -0.320
C -0.5917 2.9008 1.4563 0.011
N -0.9521 2.4541 0.2561 -0.389
H -2.2911 3.1453 -1.1131 0.451
H -2.9046 5.0034 0.5124 0.247
H -1.2717 4.6226 2.6853 0.257
H 0.1779 2.3937 2.0166 0.237

59
Properties=species:S:1:pos:R:3:nbo_charge:R:1 method="wB97M-V/def2-TZVPD" total_energy_ha=-3643.42114 spin_multiplicity=3 homo_lumo_gap_ev="6.78 / 7.64" charge=0
Ni -0.4220 0.2583 -1.0570 0.939
C 3.1036 -2.9605 -1.6334 -0.413
N 2.6283 -1.7288 -2.2330 -0.414
C 1.9546 -1.7541 -3.5240 -0.219
C 1.5496 -0.2933 -3.7128 -0.229
N 1.5992 0.2240 -2.3337 -0.679
C 2.4654 -0.5757 -1.5670 0.306
S 3.0991 -0.1247 -0.1090 -0.197
H 3.9446 -3.3655 -2.1990 0.201
H 2.2913 -3.6934 -1.6162 0.212
H 3.4218 -2.7504 -0.6165 0.250
H 1.0936 -2.4235 -3.4919 0.213
H 2.6329 -2.0982 -4.3041 0.207
H 0.5454 -0.2102 -4.1217 0.206
H 2.2398 0.2452 -4.3600 0.199
H 1.7893 1.2094 -2.2116 0.428
C 0.8385 2.1316 1.9756 -1.113
Si 0.0924 2.0978 0.2587 0.962
C 1.1429 3.2926 -0.7574 -1.142
C -1.5657 3.0154 0.4681 -0.466
C -1.9726 4.0497 -0.3883 -0.227
C -3.2159 4.6671 -0.2579 -0.209
C -4.0942 4.2612 0.7371 -0.235
C -3.7211 3.2372 1.6001 -0.231
C -2.4770 2.6274 1.4620 -0.164
H 0.9484 3.1813 2.2749 0.228
H 1.8199 1.6499 1.9987 0.246
H 0.1961 1.6360 2.7134 0.227
H 1.1696 4.2683 -0.2522 0.237
H 0.7619 3.4547 -1.7753 0.216
H 2.1759 2.9259 -0.8205 0.239
H -1.3048 4.3842 -1.1795 0.206
H -3.4976 5.4698 -0.9324 0.208
H -5.0593 4.7444 0.8446 0.210
H -4.4000 2.9147 2.3834 0.206
H -2.2109 1.8235 2.1486 0.192
N -0.1447 -7.0595 0.3509 -0.335
C -0.1675 -5.9292 0.1321 0.288
C -0.1863 -4.5091 -0.1496 -0.211
C -0.6460 -4.0454 -1.3793 -0.179
C -0.6606 -2.6781 -1.6335 -0.296
C -0.2263 -1.7242 -0.7028 -0.451
C 0.2249 -2.2340 0.5256 -0.201
C 0.2491 -3.5934 0.8099 -0.197
H -0.9906 -4.7569 -2.1213 0.218
H -1.0448 -2.3552 -2.6014 0.192
H 0.5996 -1.5455 1.2780 0.209
H 0.6116 -3.9584 1.7651 0.221
I -2.1319 1.1312 -3.0529 0.184
C -3.2729 0.4635 -1.4162 0.129
C -4.6540 0.4946 -1.4243 -0.280
C -5.2879 0.0054 -0.2918 -0.139
C -4.5282 -0.4847 0.7594 -0.235
C -3.1478 -0.4619 0.6523 0.070
N -2.5330 0.0171 -0.4286 -0.514
H -5.2045 0.8789 -2.2717 0.241
H -6.3706 0.0074 -0.2351 0.230
H -4.9947 -0.8774 1.6538 0.233
H -2.5003 -0.8355 1.4380 0.224